# FH3NOPS

A cluster of 2 separate species, FH3NOPS in total (ωB97M-V/def2-TZVPD, the Open Molecules 2025 dataset).

Structure (XYZ):
```
8
Properties=species:S:1:pos:R:3:forces:R:3:nbo_charge:R:1
N -1.522 0.364 -0.426 2.97 -0.33 0.76 -0.95
O 0.676 -0.891 1.438 1.99 0.21 -1.27 -0.96
F 0.749 -1.399 -0.923 0.00 1.31 0.74 -0.56
P 0.847 -0.120 0.056 -1.74 -0.72 -2.16 1.72
S 2.456 0.900 -0.321 -1.59 -0.55 0.54 -0.44
H -1.715 1.353 -0.263 0.33 0.22 0.74 0.34
H -1.382 0.442 -1.427 0.24 -0.61 -0.59 0.34
H -0.108 -0.650 1.865 -2.21 0.46 1.24 0.52
```
Forces are in eV/Å.

Values from the calculation:
F_max: 0.060 hartree/bohr
Charge: 0
Total energy: -26427.7539 eV
Relative energy (zero: lowest compared OMol25 entry of this formula, charge and spin): 3.0313 eV
LUMO level: -1.4 eV
Spin multiplicity: 1

***

# C2I5O2S

A structure of composition C2I5O2S (ωB97M-V/def2-TZVPD, the Open Molecules 2025 dataset).

Structure (XYZ):
```
10
Properties=species:S:1:pos:R:3:forces:R:3:nbo_charge:R:1
C -1.140 -0.270 -0.154 0.64 -2.29 0.46 -0.36
C -1.898 0.755 -0.448 0.51 1.01 -0.59 -0.52
O 3.563 -0.693 0.815 0.03 -0.25 -0.78 -0.92
O 3.530 0.525 -1.325 -0.52 -1.56 0.60 -0.89
S 3.138 -0.690 -0.589 1.25 1.79 -0.08 1.54
I 0.764 -0.188 0.803 -0.95 -0.29 -0.70 0.45
I -1.768 -2.444 -0.573 0.63 2.06 0.44 0.13
I -1.438 -0.304 3.189 -0.57 0.01 0.70 -0.86
I -1.113 2.742 -0.190 -0.62 -0.74 -0.04 0.20
I -3.638 0.567 -1.528 -0.41 0.26 -0.01 0.23
```
Forces are in eV/Å.

Values from the calculation:
F_max: 0.047 hartree/bohr
Charge: -1
Total energy: -57507.5561 eV
Relative energy (zero: lowest compared OMol25 entry of this formula, charge and spin): 0.8114 eV
LUMO level: 1.6 eV
Spin multiplicity: 1

***

# C33H43N6O3Si3Ti

A structure of composition C33H43N6O3Si3Ti (ωB97M-V/def2-TZVPD, the Open Molecules 2025 dataset).

Structure (XYZ):
```
89
Properties=species:S:1:pos:R:3:forces:R:3:lowdin_spin:R:1
Ti 0.374 0.424 -0.122 2.96 0.09 -0.59 0.92
C -0.761 -2.941 -3.390 0.16 -0.69 0.40 0.00
O -0.053 -2.175 -2.407 -1.13 0.47 0.06 0.00
Si 1.472 -2.252 -1.772 -0.57 -1.85 -1.83 0.00
C 1.966 -4.117 -1.963 -0.38 0.51 -0.96 0.00
C 2.479 -1.572 -3.247 0.12 0.99 -0.13 0.00
C 1.301 -1.451 -0.040 -0.15 0.40 -1.27 -0.02
Si 0.814 -2.857 1.050 -1.30 -2.11 -0.18 0.00
C 2.113 -4.229 1.210 0.35 0.77 1.60 0.00
C 0.149 -2.569 2.778 -0.62 0.54 0.57 0.00
C -0.704 -3.764 0.282 0.11 -0.39 1.21 0.00
Si 2.922 -0.777 0.385 2.69 0.70 1.46 0.00
C 2.837 1.171 0.076 0.68 0.23 0.87 0.01
C 4.592 -1.177 -0.453 -1.13 0.54 -1.01 0.00
C 3.496 -1.044 2.202 -0.47 0.73 0.57 0.00
H -0.620 -4.039 -3.198 -0.54 0.94 0.10 0.00
H -0.338 -2.812 -4.399 -0.25 0.41 0.22 0.00
H -1.847 -2.639 -3.347 1.19 -0.47 -0.15 0.00
H 1.587 -4.492 -2.978 0.48 0.89 1.18 0.00
H 1.564 -4.819 -1.256 0.06 -0.21 0.38 0.00
H 3.056 -4.183 -2.015 -0.04 -0.20 0.20 0.00
H 1.723 -1.135 -3.961 0.77 -0.38 0.65 0.00
H 2.965 -2.429 -3.770 -0.24 0.69 0.50 0.00
H 3.242 -0.789 -3.023 -0.46 -0.65 -0.45 0.00
H 1.662 -5.159 0.831 0.50 0.29 0.19 0.00
H 3.091 -3.990 0.740 -0.58 -0.45 0.26 0.00
H 2.262 -4.312 2.344 0.07 -0.19 -1.57 0.00
H 0.887 -2.278 3.535 -0.21 -0.08 -0.05 0.00
H -0.282 -3.543 3.066 0.52 0.12 -0.02 0.00
H -0.743 -1.910 2.875 0.66 -0.04 -0.19 0.00
H -0.414 -4.745 -0.133 -0.17 0.60 -0.20 0.00
H -1.322 -3.180 -0.403 0.09 -0.40 0.01 0.00
H -1.282 -4.038 1.212 0.12 0.27 -1.06 0.00
H 2.996 1.797 1.012 -0.27 -0.81 -1.12 0.00
H 2.013 1.631 -0.490 0.39 0.47 0.02 0.00
H 3.751 1.298 -0.558 -0.86 0.13 0.37 0.00
H 4.510 -1.035 -1.561 0.58 -0.09 1.00 0.00
H 4.909 -2.188 -0.241 0.12 -0.30 0.00 0.00
H 5.315 -0.474 0.006 -0.31 -0.31 -0.37 0.00
H 3.719 -0.041 2.646 0.02 -0.58 -0.34 0.00
H 4.454 -1.611 2.257 -0.90 0.17 -0.04 0.00
H 2.721 -1.461 2.889 0.80 -0.10 -0.50 0.00
O -3.365 3.233 5.251 0.69 1.30 -2.47 0.00
N -3.386 3.894 4.188 -3.61 0.58 1.45 0.00
O -4.317 4.700 3.919 2.28 -1.66 0.85 0.00
C -2.449 3.672 3.099 1.03 0.52 -0.93 0.00
C -2.531 4.505 2.024 -1.65 0.44 0.33 0.00
C -1.707 4.384 0.869 1.18 -1.65 0.16 0.00
C -1.593 5.302 -0.186 -0.19 0.35 -0.35 0.00
C -0.622 5.125 -1.179 -1.19 -0.27 1.02 0.00
C 0.046 3.903 -1.202 0.43 0.01 0.17 0.00
N -0.092 2.971 -0.275 -0.34 -0.63 0.63 0.00
C -0.893 3.222 0.803 0.08 0.60 -1.00 0.00
C -0.784 2.331 1.920 -0.41 -0.36 0.44 0.01
N 0.088 1.277 1.796 -0.38 1.14 1.68 0.00
C 0.529 0.737 2.947 0.71 -0.30 -0.63 0.01
C 0.001 1.023 4.211 -0.73 1.02 -0.65 0.00
C -0.997 2.012 4.293 0.65 -1.85 1.20 0.01
C -1.443 2.649 3.140 0.51 -0.02 -0.65 0.00
H -3.365 5.228 2.041 0.76 -0.19 -0.01 0.00
H -2.332 6.106 -0.160 0.63 0.19 -0.28 0.00
H -0.410 5.842 -1.947 -0.19 0.30 -0.16 0.00
H 0.776 3.715 -1.990 -0.25 -0.11 0.12 0.00
H 1.452 0.148 2.800 -0.97 -0.23 0.41 0.00
H 0.343 0.482 5.086 0.12 0.25 -0.10 0.00
H -1.427 2.240 5.276 0.16 -0.02 -0.63 0.00
C -5.049 -0.660 1.328 -1.43 -0.84 0.65 0.00
C -5.023 0.402 0.449 0.82 0.99 -0.36 0.00
C -3.814 0.795 -0.176 -1.24 -0.43 0.17 0.00
C -2.672 0.018 0.006 -0.55 -0.46 0.40 0.01
C -2.745 -1.134 0.832 0.36 0.17 -0.29 0.00
C -3.963 -1.495 1.426 1.95 0.49 -0.21 0.00
N -1.504 0.336 -0.771 -3.38 -0.23 -3.31 -0.01
N -1.831 0.567 -2.031 -0.62 -0.98 3.80 0.03
C -0.796 0.922 -2.816 2.35 2.36 -2.18 0.00
C -0.996 1.455 -4.143 -0.07 -0.14 1.45 0.01
C 0.054 2.091 -4.807 0.94 -0.68 1.01 0.00
C 1.336 2.091 -4.184 -1.59 0.05 -1.49 0.01
C 1.474 1.410 -2.998 -0.61 0.38 0.69 0.00
N 0.433 0.983 -2.252 0.49 -0.82 -0.87 0.01
H -5.939 -0.925 1.959 0.69 0.45 -1.08 0.00
H -5.935 0.943 0.232 0.13 0.22 0.19 0.00
H -3.801 1.678 -0.815 0.05 -0.32 0.09 0.00
H -1.877 -1.792 0.979 -0.49 0.48 -0.27 0.00
H -3.974 -2.420 1.972 -0.20 -0.12 0.35 0.00
H -2.000 1.512 -4.537 -0.06 -0.34 -0.06 0.00
H -0.083 2.513 -5.798 -0.08 0.12 0.26 0.00
H 2.160 2.625 -4.657 -0.04 -0.47 0.18 0.00
H 2.452 1.293 -2.592 0.44 0.02 0.49 0.00
```
Forces are in eV/Å.

Values from the calculation:
F_max: 0.092 hartree/bohr
Charge: +2
Total energy: -96735.6724 eV
LUMO level (spin up / spin down): -8.2 / -8.2 eV
Spin multiplicity: 2

***

# C5H13N2O

A cluster of 2 separate species, C5H13N2O in total (ωB97M-V/def2-TZVPD, the Open Molecules 2025 dataset).

Structure (XYZ):
```
21
Properties=species:S:1:pos:R:3:forces:R:3:nbo_charge:R:1
C 3.024 0.008 0.202 -2.96 -1.41 -2.51 -0.24
C 2.189 0.899 -0.650 0.13 -0.19 -0.81 -0.26
C -2.100 1.069 -0.166 3.80 -0.87 1.68 -0.60
C -2.275 -0.366 0.263 1.17 2.60 3.10 -0.22
C -0.277 -1.713 0.389 -0.67 -0.27 2.06 0.61
N -1.246 -1.179 -0.263 -0.03 -0.72 -3.01 -0.51
N 1.544 0.158 0.415 -0.52 0.67 0.49 -0.67
O 0.772 -2.307 -0.012 0.22 -1.56 0.58 -0.58
H 3.229 -0.976 -0.298 0.43 1.06 1.21 0.20
H 3.589 0.503 0.898 1.87 0.47 1.45 0.22
H 2.310 1.927 -0.485 0.20 1.36 0.30 0.20
H 1.954 0.740 -1.716 0.04 -0.59 0.68 0.20
H -2.672 1.790 0.310 -1.59 0.94 1.00 0.25
H -1.045 1.257 0.217 -1.00 0.41 -0.84 0.20
H -2.120 1.221 -1.190 -0.07 0.21 -2.12 0.22
H -2.284 -0.339 1.368 0.17 -0.54 -0.45 0.22
H -3.154 -0.701 -0.052 -3.81 -1.82 -1.22 0.21
H -0.471 -1.849 1.501 0.63 0.64 -1.36 0.22
H -1.424 -1.265 -1.300 1.37 -0.07 1.31 0.44
H 1.258 0.813 1.175 0.88 -0.72 -0.62 0.37
H 1.116 -2.215 -0.895 -0.25 0.41 -0.91 0.53
```
Forces are in eV/Å.

Values from the calculation:
F_max: 0.085 hartree/bohr
Charge: +1
Total energy: -10414.3475 eV
Relative energy (zero: lowest compared OMol25 entry of this formula, charge and spin): 3.8484 eV
LUMO level: -3.4 eV
Spin multiplicity: 1

***

# CH11NO4

A cluster of 4 separate species, CH11NO4 in total (ωB97M-V/def2-TZVPD, the Open Molecules 2025 dataset).

Structure (XYZ):
```
17
Properties=species:S:1:pos:R:3:forces:R:3:nbo_charge:R:1
N -0.803 1.584 -1.069 -0.46 0.94 -1.87 -0.83
C -1.572 1.889 0.069 -0.04 -2.31 0.58 0.09
O -2.418 0.807 0.417 -1.68 -0.85 0.17 -0.75
H -1.488 1.722 -1.829 0.99 -0.15 -0.02 0.34
H -0.486 0.627 -1.147 0.20 -0.05 0.59 0.38
H -1.048 1.948 0.994 1.10 0.59 0.47 0.16
H -2.120 2.764 -0.111 -0.75 1.45 -0.20 0.15
H -3.097 0.595 -0.255 0.71 0.44 0.35 0.46
H 4.456 1.145 1.043 0.34 -1.61 -0.93 0.47
H 4.798 -0.383 1.223 -0.19 0.99 -0.88 0.47
O 4.649 0.305 0.527 -0.14 0.60 1.83 -0.94
H -0.909 -2.486 1.364 1.20 0.58 1.38 0.47
H -2.060 -3.226 0.850 0.48 0.71 -0.73 0.47
O -1.397 -2.551 0.572 -1.68 -1.32 -0.73 -0.93
H 1.494 -1.731 -0.053 0.15 -0.20 0.26 0.47
H 0.240 -1.798 -0.978 1.78 1.03 0.68 0.49
O 1.075 -1.261 -0.770 -2.01 -0.83 -0.93 -0.95
```
Forces are in eV/Å.

Values from the calculation:
F_max: 0.046 hartree/bohr
Charge: 0
Total energy: -10894.6546 eV
Relative energy (zero: lowest compared OMol25 entry of this formula, charge and spin): 1.3708 eV
LUMO level: 0.5 eV
Spin multiplicity: 1
Structure (SMILES): NCO.O.O.O